The following is a quantum chemistry calculation of a molecular structure, C50H81AsMoN2P2Si7, from the OMol25 dataset.

CARTESIAN COORDINATES (ANGSTROEM)
Mo (0.1072, 0.1061, 0.1036)
C (-1.9619, 3.8864, 2.2916)
Si (-2.1099, 2.0233, 2.2600)
C (-2.3153, 1.4311, 4.0266)
C (-3.5361, 1.4361, 1.2289)
N (-0.5945, 1.3536, 1.5138)
P (0.9255, 1.5147, 2.2212)
C (1.5546, 0.1099, 1.4171)
P (2.8610, -0.2604, 0.3450)
N (1.9247, -0.3504, -1.0019)
Si (2.6890, -0.9513, -2.5336)
C (4.5201, -0.5615, -2.5408)
C (2.5372, -2.8056, -2.6886)
C (1.9500, -0.0434, -3.9810)
C (3.6766, -1.8369, 0.6356)
C (5.0613, -1.9885, 0.7187)
C (5.6135, -3.2528, 0.8574)
C (4.7940, -4.3719, 0.9143)
C (3.4160, -4.2312, 0.8136)
C (2.8664, -2.9711, 0.6636)
C (4.1066, 1.0182, 0.4857)
C (4.2686, 2.0047, -0.4790)
C (5.2666, 2.9564, -0.3288)
C (6.0950, 2.9266, 0.7833)
C (5.9103, 1.9656, 1.7694)
C (4.9141, 1.0154, 1.6267)
C (1.7421, 3.0384, 1.7501)
C (1.3757, 3.6919, 0.5775)
C (1.9994, 4.8802, 0.2292)
C (3.0043, 5.4008, 1.0295)
C (3.3993, 4.7298, 2.1791)
C (2.7677, 3.5545, 2.5454)
C (0.9070, 1.5304, 4.0095)
C (1.1292, 0.3613, 4.7310)
C (1.0673, 0.3723, 6.1160)
C (0.7916, 1.5555, 6.7856)
C (0.5936, 2.7323, 6.0727)
C (0.6534, 2.7254, 4.6905)
H (-2.5103, 4.2677, 3.1570)
H (-2.3704, 4.3683, 1.4036)
H (-0.9272, 4.2169, 2.3870)
H (-3.3853, 1.2828, 4.2032)
H (-1.9701, 2.1888, 4.7297)
H (-1.8079, 0.5018, 4.2802)
H (-4.4410, 1.9737, 1.5253)
H (-3.7350, 0.3762, 1.4035)
H (-3.3826, 1.5946, 0.1606)
H (5.0723, -0.8383, -1.6444)
H (4.7289, 0.4857, -2.7633)
H (4.9390, -1.1572, -3.3592)
H (3.3527, -3.2952, -2.1529)
H (2.6293, -3.0774, -3.7445)
H (1.6027, -3.2236, -2.3116)
H (2.6580, 0.7006, -4.3475)
H (1.7244, -0.7177, -4.8090)
H (1.0363, 0.4772, -3.7054)
H (5.7177, -1.1308, 0.6669)
H (6.6879, -3.3629, 0.9183)
H (5.2318, -5.3556, 1.0237)
H (2.7702, -5.1003, 0.8302)
H (1.7971, -2.8822, 0.5249)
H (3.6214, 2.0319, -1.3456)
H (5.4013, 3.7177, -1.0864)
H (6.8850, 3.6594, 0.8875)
H (6.5463, 1.9533, 2.6449)
H (4.7774, 0.2642, 2.3971)
H (0.5867, 3.2884, -0.0498)
H (1.6936, 5.4115, -0.6613)
H (3.4822, 6.3333, 0.7574)
H (4.1918, 5.1299, 2.7976)
H (3.0682, 3.0476, 3.4535)
H (1.3629, -0.5570, 4.2110)
H (1.2444, -0.5393, 6.6708)
H (0.7469, 1.5671, 7.8668)
H (0.3981, 3.6588, 6.5962)
H (0.5162, 3.6525, 4.1524)
C (0.7033, -2.5569, 3.0084)
Si (-0.4979, -2.0721, 1.6429)
C (-2.2135, -1.8857, 2.3687)
C (-0.5625, -3.5270, 0.4562)
C (-0.6164, -4.8231, 0.9770)
C (-0.6536, -5.9237, 0.1333)
C (-0.6216, -5.7417, -1.2440)
C (-0.5834, -4.4599, -1.7705)
C (-0.5615, -3.3438, -0.9300)
Si (-0.7888, -1.6071, -1.5740)
C (-0.7423, -1.7135, -3.4280)
C (-2.4475, -0.9407, -0.9714)
H (0.2442, -2.4218, 3.9899)
H (1.6604, -2.0402, 2.9863)
H (0.9224, -3.6195, 2.8890)
H (-2.2777, -2.6231, 3.1756)
H (-2.9700, -2.1437, 1.6272)
H (-2.4557, -0.9171, 2.7955)
H (-0.6357, -4.9905, 2.0491)
H (-0.7037, -6.9223, 0.5482)
H (-0.6352, -6.5980, -1.9057)
H (-0.5675, -4.3412, -2.8478)
H (-1.6136, -2.3231, -3.6899)
H (0.1464, -2.2380, -3.7795)
H (-0.8279, -0.7668, -3.9514)
H (-3.0874, -1.8218, -0.8645)
H (-2.4540, -0.4394, 0.0039)
H (-2.8798, -0.2444, -1.6870)
C (-4.1086, 4.4403, -0.5950)
Si (-2.5323, 4.5780, -1.5926)
C (-2.9760, 5.6802, -3.0493)
C (-1.2320, 5.4924, -0.6048)
As (-1.6361, 2.4117, -2.2274)
Si (-0.0829, 3.2168, -3.8751)
C (-0.2568, 2.2465, -5.4646)
C (-0.1907, 5.0194, -4.3705)
C (1.5980, 3.0420, -3.0527)
Si (-3.5645, 1.7683, -3.5455)
C (-4.9979, 1.4380, -2.3837)
C (-4.0908, 3.0918, -4.7551)
C (-3.2706, 0.2276, -4.5626)
H (-4.3430, 5.4599, -0.2697)
H (-4.0832, 3.8055, 0.2856)
H (-4.9368, 4.1138, -1.2266)
H (-4.0595, 5.8140, -3.0866)
H (-2.6464, 5.3484, -4.0300)
H (-2.5321, 6.6628, -2.8669)
H (-1.6966, 6.4169, -0.2461)
H (-0.3932, 5.7812, -1.2406)
H (-0.8428, 4.9617, 0.2604)
H (-1.1986, 2.4990, -5.9564)
H (-0.2054, 1.1637, -5.3630)
H (0.5505, 2.5556, -6.1362)
H (-0.9289, 5.1988, -5.1531)
H (0.7926, 5.2519, -4.7944)
H (-0.3715, 5.7255, -3.5623)
H (1.6664, 2.1807, -2.3882)
H (1.7996, 3.9435, -2.4699)
H (2.3826, 2.9630, -3.8106)
H (-5.5067, 2.3650, -2.1139)
H (-4.7454, 0.9139, -1.4605)
H (-5.7221, 0.8213, -2.9244)
H (-4.5632, 3.9504, -4.2796)
H (-4.8422, 2.6195, -5.3966)
H (-3.2909, 3.4512, -5.4043)
H (-3.1782, -0.6909, -3.9849)
H (-2.4150, 0.3138, -5.2334)
H (-4.1628, 0.1252, -5.1886)

Forces on the atoms, in the same order (eV/Å):
0.602 -0.413 0.521
-0.137 -0.024 0.014
0.190 0.119 -0.050
-0.049 -0.010 -0.051
-0.067 -0.103 0.037
-0.250 0.021 0.129
-0.253 0.008 -0.081
-0.148 0.270 -0.189
-0.002 -0.090 0.002
-0.123 -0.047 -0.159
0.072 -0.043 0.098
-0.005 0.032 0.001
-0.089 -0.020 0.066
-0.076 -0.030 -0.036
-0.007 -0.022 -0.009
0.027 0.007 0.064
-0.016 -0.009 0.016
-0.002 -0.020 0.004
0.006 -0.013 -0.012
-0.017 -0.007 -0.064
0.007 0.009 -0.038
-0.028 0.027 -0.006
-0.008 0.023 -0.015
0.012 0.020 0.002
0.000 0.012 0.016
-0.012 -0.005 0.033
0.026 0.013 0.002
0.016 -0.006 -0.021
0.017 -0.013 -0.017
0.021 0.005 -0.004
0.020 0.022 0.007
0.026 -0.014 0.006
0.060 -0.085 0.040
0.025 -0.094 -0.074
0.003 0.013 0.005
0.011 0.008 -0.001
-0.001 0.000 0.017
0.006 -0.017 0.010
-0.009 0.004 -0.008
0.000 -0.123 0.186
0.072 0.015 0.064
0.020 -0.003 0.010
-0.027 -0.003 -0.003
0.019 -0.041 -0.038
0.031 0.015 0.013
-0.038 0.046 -0.013
-0.005 0.050 0.043
-0.002 -0.026 -0.005
-0.005 -0.021 0.004
-0.010 0.027 -0.010
0.008 0.003 0.019
0.008 -0.002 0.015
0.134 0.029 -0.036
-0.016 0.007 0.005
0.002 -0.004 0.021
-0.057 -0.040 -0.022
-0.006 -0.014 -0.015
-0.010 0.000 -0.003
-0.005 0.013 -0.002
0.007 0.009 0.003
0.035 0.015 -0.021
-0.005 -0.008 -0.030
-0.004 -0.009 0.010
-0.014 -0.004 -0.002
-0.003 -0.004 -0.011
-0.007 0.009 -0.007
-0.001 -0.015 0.000
0.025 -0.018 0.009
-0.002 -0.014 0.002
-0.007 -0.006 0.000
-0.002 -0.003 -0.012
-0.020 0.131 0.062
0.000 0.003 0.001
-0.005 -0.003 -0.011
0.003 -0.011 -0.002
-0.052 0.036 -0.059
-0.048 0.016 0.038
0.003 -0.039 -0.220
-0.015 0.007 -0.016
0.066 -0.008 0.066
0.025 -0.004 -0.020
0.004 0.004 -0.051
0.013 -0.009 0.050
-0.012 -0.011 -0.024
-0.149 0.047 0.061
0.047 -0.182 -0.092
0.107 0.083 -0.031
0.126 0.120 -0.023
0.014 0.020 -0.016
-0.014 -0.034 -0.055
-0.026 -0.015 0.041
-0.031 -0.012 -0.026
-0.008 0.026 0.021
0.054 0.033 0.039
0.009 0.011 -0.015
0.004 0.010 -0.008
-0.004 0.003 0.009
-0.027 0.010 0.018
0.027 0.002 -0.049
-0.055 0.039 -0.006
-0.001 0.047 0.034
-0.003 0.036 0.106
-0.019 0.011 -0.001
0.052 -0.097 0.034
-0.082 0.008 -0.034
0.072 -0.104 -0.058
-0.087 0.025 -0.022
0.034 0.059 -0.033
-0.074 0.207 -0.095
-0.113 0.010 0.060
0.066 -0.021 -0.018
0.109 -0.015 -0.094
0.052 0.033 -0.006
0.083 0.071 0.050
-0.076 0.025 0.011
-0.059 -0.020 -0.020
-0.001 -0.010 -0.038
-0.017 -0.020 0.019
0.014 0.001 -0.047
0.051 0.047 0.045
0.034 0.010 0.017
-0.094 0.000 0.149
-0.026 0.009 -0.033
0.039 0.013 0.005
-0.025 0.002 -0.033
-0.020 0.082 -0.184
0.007 -0.003 0.010
-0.006 0.015 0.020
-0.020 -0.028 -0.010
0.047 -0.004 0.022
-0.024 0.022 -0.029
0.047 -0.040 0.019
-0.019 0.000 0.011
-0.004 -0.001 0.036
-0.005 0.019 0.024
0.021 -0.091 -0.002
-0.002 0.015 -0.071
-0.003 0.003 0.016
0.036 -0.047 -0.006
0.002 0.047 -0.015
0.004 -0.011 0.032
-0.009 0.060 0.017
-0.016 -0.020 0.014
0.018 -0.029 -0.004

Properties
Net charge: +2
Lowest unoccupied orbital energy: -6.1077 eV
Relative energy (zero: lowest compared OMol25 entry of this formula, charge and spin): 0.0 kcal per mole
Calculated total energy: -7076.2694 Ha
HOMO: -0.474 hartree
Kohn-Sham gap: 6.7895 eV

Results of the Löwdin charge analysis, in e, for atoms 1 through 6:
1 Mo 1.208
2 C -0.144
3 Si 0.416
4 C -0.158
5 C -0.186
6 N -0.383